# 1
DFT (ωB97M-V/def2-TZVPD) results for a 2-piece molecular cluster, C3H7N4O3 overall at a distorted geometry.

The geometry in XYZ format:
```
17
Properties=species:S:1:pos:R:3:nbo_charge:R:1
C 1.306 -1.889 0.024 0.617
C -0.562 0.866 0.179 -0.598
C -0.094 0.058 -0.993 -0.237
N 2.291 1.431 -0.459 0.284
N 3.226 1.452 0.148 -0.079
N 2.280 -0.824 -0.103 0.094
N 0.165 -1.291 -0.463 -0.032
O 3.424 -0.717 0.290 -0.194
O 1.407 -3.031 0.447 -0.532
O -0.984 -2.000 -0.446 -0.521
H -1.248 1.685 -0.131 0.251
H -1.032 0.197 0.761 0.229
H 0.361 1.140 0.749 0.180
H 0.750 0.429 -1.622 0.236
H -0.989 -0.134 -1.716 0.258
H 3.966 1.690 0.769 0.506
H -1.018 -2.966 -0.347 0.538
```

HOMO energy (alpha / beta), eV: -13.5 / -13.5
Energy relative to the best compared isomer or geometry (same formula, charge and spin), kJ/mol: 727.1
Net charge: +1
Frontier orbital gap (alpha / beta), eV: 6.973 / 6.971

***

# 2
DFT (ωB97M-V/def2-TZVPD) results for a 2-piece molecular cluster, C2H3NS4 overall at a distorted geometry.

The geometry in XYZ format:
```
10
Properties=species:S:1:pos:R:3:nbo_charge:R:1
C -0.169 -2.110 0.650 -0.033
C -1.444 -1.594 0.855 -0.345
N 0.780 -1.888 1.537 -0.532
S -1.573 -0.647 2.314 0.260
S 0.373 -1.148 2.897 0.500
S 1.684 0.731 -0.135 -0.309
S -2.847 -1.848 -0.087 -0.085
H -0.055 -2.658 -0.258 0.236
H 2.982 0.383 0.286 0.162
H 2.165 1.391 -1.183 0.146
```

HOMO energy (alpha / beta), eV: -8.4 / -8.5
Energy relative to the best compared isomer or geometry (same formula, charge and spin), kJ/mol: 37.5
Frontier orbital gap (alpha / beta), eV: 7.028 / 7.034

***

# 3
DFT (ωB97M-V/def2-TZVPD) results for one molecule with the formula C5H8 at a distorted geometry.

The geometry in XYZ format:
```
13
Properties=species:S:1:pos:R:3:nbo_charge:R:1
C -0.092 1.423 -0.625 -0.612
C 1.073 0.540 -0.600 -0.348
C -0.172 0.390 0.444 -0.291
C -0.101 -1.299 0.766 -0.202
C -1.115 -0.690 -0.134 -0.389
H -0.053 2.449 -0.539 0.219
H 1.241 -0.037 -1.501 0.183
H 2.058 0.661 -0.140 0.174
H -0.347 0.745 1.481 0.258
H -0.330 -1.285 1.848 0.239
H 0.697 -1.838 0.236 0.251
H -0.747 -0.863 -1.218 0.248
H -2.111 -0.196 -0.018 0.269
```

HOMO energy, eV: -5.9
Energy relative to the best compared isomer or geometry (same formula, charge and spin), kJ/mol: 727.6
Frontier orbital gap, eV: 6.253

***

# 4
DFT (ωB97M-V/def2-TZVPD) results for a 2-piece molecular cluster, C6H12S overall at a distorted geometry.

The geometry in XYZ format:
```
19
Properties=species:S:1:pos:R:3:nbo_charge:R:1
C 0.301 -2.307 0.298 -0.353
C 0.375 -1.210 -0.442 -0.236
C 2.465 0.053 0.422 -0.603
C -1.723 1.548 -0.026 -0.786
C 1.830 -0.854 -0.592 -0.428
C -2.229 0.434 -0.760 -0.171
S -3.308 -0.605 -0.004 0.176
H -0.517 -2.978 0.467 0.186
H 1.237 -2.796 0.703 0.163
H 3.467 0.298 -0.089 0.213
H 1.712 0.907 0.630 0.205
H 2.845 -0.468 1.376 0.211
H -0.742 1.257 0.518 0.282
H -2.242 2.064 0.747 0.211
H -1.391 2.372 -0.737 0.233
H 1.913 -0.439 -1.557 0.204
H 2.410 -1.767 -0.578 0.201
H -0.486 -1.133 -0.960 0.236
H -3.807 -0.172 1.248 0.055
```

HOMO energy, eV: -8.8
Energy relative to the best compared isomer or geometry (same formula, charge and spin), kJ/mol: 488.3
Frontier orbital gap, eV: 8.757

***

# 5
DFT (ωB97M-V/def2-TZVPD) results for C9H60FeO21 as an isolated structure at a distorted geometry.

The geometry in XYZ format:
```
91
Properties=species:S:1:pos:R:3:mulliken_spin:R:1
Fe 0.192 -0.795 0.035 3.872
O 1.231 -4.480 -2.049 0.000
H 1.906 -4.938 -1.548 0.000
H 0.468 -5.056 -2.006 0.000
O -0.071 0.967 -1.118 0.008
H 0.089 1.782 -0.642 0.000
H -0.322 1.247 -1.998 0.006
O 2.155 -1.082 -0.343 0.027
H 2.636 -0.343 -0.716 -0.001
H 2.835 -1.678 -0.030 0.003
O 4.486 -2.693 0.268 0.000
H 4.375 -3.023 1.160 0.000
H 5.339 -2.260 0.276 0.000
O -0.042 -2.018 -1.585 0.025
H -0.557 -2.209 -2.369 0.001
H 0.708 -2.611 -1.640 -0.005
O -2.761 1.783 2.138 0.000
H -2.744 2.330 2.923 0.000
H -3.677 1.524 2.046 0.000
O 2.089 -1.861 3.197 0.000
H 2.065 -1.322 3.987 0.000
H 2.871 -2.404 3.301 0.000
O 0.145 -2.285 1.558 0.037
H 0.851 -2.349 2.201 0.002
H -0.317 -3.120 1.625 -0.001
O -0.931 -4.628 2.049 0.000
H -1.172 -4.933 2.924 0.000
H -0.147 -5.129 1.827 0.000
O 4.492 0.468 -1.362 0.001
H 5.213 0.078 -1.856 0.000
H 3.933 0.867 -2.028 0.000
O 0.985 0.581 1.523 0.011
H 1.899 0.815 1.684 0.002
H 0.496 1.038 2.207 -0.007
O -1.741 -0.338 0.529 0.018
H -2.542 -0.675 0.126 -0.004
H -2.040 0.369 1.101 0.001
C -3.723 1.865 -0.818 0.003
O -4.050 2.160 -2.144 0.000
H -2.642 1.876 -0.673 -0.001
H -4.045 2.672 -0.159 0.000
H -4.155 0.905 -0.536 -0.001
H -4.390 3.058 -2.163 0.000
C -5.253 -1.999 0.072 0.000
O -3.935 -1.829 -0.409 0.001
H -5.794 -1.106 -0.238 0.000
H -5.783 -2.864 -0.326 0.000
H -5.289 -1.977 1.161 0.000
H -3.794 -2.390 -1.175 0.000
C -1.369 0.254 5.150 0.000
O 0.012 0.131 4.963 0.000
H -1.647 -0.326 6.030 0.000
H -1.603 1.318 5.190 0.000
H -1.868 -0.155 4.270 0.000
H 0.226 0.663 4.193 -0.001
C -0.680 4.191 -0.332 0.000
O 0.228 3.195 0.184 0.001
H -0.470 5.157 0.126 0.000
H -0.610 4.221 -1.419 0.000
H -1.720 4.076 -0.025 0.000
H 0.419 3.493 1.076 0.000
C -1.748 -2.185 -5.051 0.000
O -1.754 -2.234 -3.619 0.000
H -0.952 -2.753 -5.533 0.000
H -2.710 -2.596 -5.359 0.000
H -1.670 -1.166 -5.431 0.000
H -2.580 -2.675 -3.411 0.000
C 2.425 -0.097 -4.080 -0.001
O 2.323 1.035 -3.232 0.001
H 1.575 -0.370 -4.704 0.000
H 3.178 -0.121 -4.868 0.000
H 2.531 -1.009 -3.493 0.000
H 2.103 1.795 -3.776 0.000
C -1.426 1.392 -3.882 0.000
O -0.634 2.417 -3.332 0.001
H -0.765 0.619 -4.275 0.000
H -2.069 0.946 -3.123 0.000
H -1.953 1.550 -4.824 0.000
H -1.020 3.238 -3.649 0.000
C 4.857 1.043 2.578 0.000
O 3.766 1.302 1.778 0.000
H 5.574 0.361 2.121 0.000
H 5.518 1.906 2.490 0.000
H 4.666 0.883 3.639 0.000
H 4.029 1.500 0.876 0.000
C 1.353 2.723 3.859 0.001
O 0.114 2.620 3.293 0.000
H 1.847 1.763 4.009 -0.001
H 2.023 3.374 3.298 0.000
H 1.256 3.065 4.889 0.000
H -0.316 3.468 3.421 0.000
```

HOMO energy (alpha / beta), eV: -14.4 / -12.8
Net charge: +2
Spin multiplicity: 5
⟨S²⟩: 6.006
Frontier orbital gap (alpha / beta), eV: 9.914 / 8.385

***

# 6
DFT (ωB97M-V/def2-TZVPD) results for an isolated ion of composition C2H6O2PS and charge -1 at a distorted geometry.

The geometry in XYZ format:
```
12
Properties=species:S:1:pos:R:3:nbo_charge:R:1
C 1.211 -0.945 -0.521 -0.926
C -0.391 0.950 1.043 -0.898
O -1.637 0.486 -1.253 -1.066
O -1.798 -1.240 0.526 -1.070
P 1.203 0.877 -0.172 0.388
S -1.935 0.206 0.186 1.471
H 1.862 -1.454 0.192 0.198
H 1.604 -1.095 -1.528 0.208
H 0.197 -1.330 -0.451 0.277
H -0.551 1.997 1.301 0.199
H -0.149 0.373 1.935 0.209
H 0.382 1.174 -1.258 0.011
```

HOMO energy, eV: -3.1
Energy relative to the best compared isomer or geometry (same formula, charge and spin), kJ/mol: 313.8
Net charge: -1
Frontier orbital gap, eV: 7.207

***

# 7
DFT (ωB97M-V/def2-TZVPD) results for C25H25O4STc as an isolated structure at a distorted geometry.

The geometry in XYZ format:
```
56
Properties=species:S:1:pos:R:3:mulliken_spin:R:1
C -0.937 1.555 -0.256 0.019
C 0.243 1.839 0.512 -0.148
C 1.349 1.914 -0.406 0.159
H 0.313 2.040 1.572 0.016
C 0.870 1.606 -1.724 0.120
C -0.547 1.355 -1.631 -0.130
H -1.237 1.118 -2.435 -0.006
H -1.958 1.564 0.115 0.005
H 2.364 2.121 -0.097 0.046
H 1.458 1.523 -2.628 0.035
C 0.367 -2.038 0.770 0.173
C -0.705 -1.134 1.125 -0.157
C -1.540 -0.966 -0.043 -0.001
H -0.872 -0.706 2.102 0.006
C -0.929 -1.673 -1.141 -0.113
C 0.235 -2.357 -0.625 0.152
H 0.897 -2.976 -1.213 0.028
H 1.144 -2.362 1.445 0.034
H -2.492 -0.455 -0.068 0.006
H -1.327 -1.729 -2.147 -0.006
Tc 0.400 -0.121 -0.389 1.744
O 3.412 -0.754 -2.247 0.000
C 4.588 -0.208 -1.612 0.012
C 4.513 -0.327 -3.130 0.008
H 4.456 0.790 -1.183 -0.004
H 5.244 -0.927 -1.104 -0.001
H 4.320 0.609 -3.674 0.000
H 5.980 -0.016 -5.376 0.000
C 6.054 -1.034 -4.985 0.000
C 5.310 -1.353 -3.820 -0.002
C 5.400 -2.662 -3.303 0.000
H 4.838 -2.929 -2.407 0.000
C 6.191 -3.617 -3.944 0.000
H 6.225 -4.632 -3.550 0.000
C 6.935 -3.286 -5.081 0.000
H 7.556 -4.034 -5.575 0.000
C 6.873 -1.981 -5.591 0.000
H 7.462 -1.703 -6.466 0.000
C -7.937 0.826 4.603 0.006
C -6.528 1.193 4.194 0.219
C -6.164 2.544 4.053 0.082
C -4.843 2.897 3.774 0.070
C -3.871 1.901 3.640 0.251
C -4.232 0.549 3.699 0.090
C -5.563 0.201 3.936 0.079
S -2.140 2.326 3.288 -0.027
O -2.266 3.507 2.436 0.053
O -1.425 2.510 4.536 0.074
O -1.762 1.100 2.572 0.048
H -8.205 1.225 5.593 0.026
H -8.673 1.224 3.889 0.027
H -8.053 -0.264 4.635 -0.003
H -6.921 3.325 4.168 0.001
H -4.545 3.935 3.679 0.000
H -3.461 -0.200 3.571 0.004
H -5.865 -0.851 3.941 0.004
```

HOMO energy (alpha / beta), eV: -10.8 / -10.8
Energy relative to the best compared isomer or geometry (same formula, charge and spin), kJ/mol: 7.8
Net charge: +1
Spin multiplicity: 4
⟨S²⟩: 3.779
Frontier orbital gap (alpha / beta), eV: 7.846 / 3.646